No. 1
{"formula": "C4H8O", "method": "ωB97M-V/def2-TZVPD", "spin_multiplicity": 1, "de_lowest_ev": 1.577, "total_energy_ev": -6323.59078, "smiles": "C=CC.C=O", "largest_force_ev_per_a": 0.5, "lumo_ev": 1.000, "homo_lumo_gap_ha": 0.39903, "total_charge": 0, "elements": ["C", "C", "C", "H", "H", "H", "H", "H", "H", "C", "O", "H", "H"], "xyz": [[1.23890, -0.78469, 0.32705], [-0.00444, -0.83200, 0.80100], [-1.23941, -0.95446, -0.04315], [1.43780, -0.82682, -0.74221], [2.10100, -0.70487, 0.98424], [-0.15924, -0.78627, 1.87955], [-1.95367, -0.15052, 0.17566], [-1.75552, -1.90016, 0.16354], [-0.99874, -0.91086, -1.11010], [0.33496, 1.96176, -0.60486], [0.15609, 1.73544, -1.77476], [1.33868, 2.16680, -0.18344], [-0.49642, 1.98665, 0.12748]], "mulliken_charge": [-0.830, 0.077, -0.948, 0.286, 0.282, 0.284, 0.254, 0.335, 0.272, -0.117, -0.403, 0.269, 0.239]}



No. 2
{"formula": "CH3Br3Si", "method": "ωB97M-V/def2-TZVPD", "spin_multiplicity": 1, "de_lowest_ev": 2.988, "total_energy_ev": -219090.45496, "largest_force_ev_per_a": 2.9, "lumo_ev": -3.301, "homo_lumo_gap_ha": 0.25309, "total_charge": 0, "elements": ["C", "Si", "Br", "Br", "Br", "H", "H", "H"], "xyz": [[-0.08632, -0.05543, -0.72926], [1.01519, 0.66820, 0.56254], [-2.43748, 1.00961, 0.57389], [1.69925, 2.59617, -0.09556], [2.80632, -0.75888, 0.44648], [0.16107, -0.11252, -1.76853], [-0.83934, -0.78409, -0.44490], [0.92847, 0.84645, 2.05985]], "mulliken_charge": [-0.638, 0.719, -0.299, -0.174, -0.251, 0.293, 0.414, -0.065]}